(1)
This record from the OMol25 dataset describes C13H28N7O2SV as an isolated structure. The level of theory is the ωB97M-V functional and the def2-TZVPD basis.

## Properties
Expectation value of S²: 0.7737
Gap between HOMO and LUMO (spin up / spin down), Ha: 0.20937 / 0.23648
ΔE to the lowest compared entry with this formula, charge and spin, eV: 0.2032
Total charge: +3
2S+1: 2
LUMO energy (spin up / spin down), eV: -12.52 / -11.82
Highest occupied orbital energy (spin up / spin down), eV: -18.2 / -18.3

Geometry as XYZ:
```
52
Properties=species:S:1:pos:R:3:mulliken_charge:R:1
V 1.15281 -1.43690 0.23744 1.035
N 3.09370 -2.46130 0.16891 -0.563
C 3.65060 -2.50341 1.55705 -0.465
C 2.78992 -1.70818 2.51861 0.422
O 2.96230 -1.21886 3.54921 -0.293
O 1.40956 -1.61153 1.87908 -0.397
H 3.06345 -3.41063 -0.20643 0.366
H 3.75062 -1.96602 -0.43521 0.320
H 4.66514 -2.10859 1.61059 0.416
H 3.68288 -3.52547 1.94266 0.398
C -0.46357 3.52004 -1.12050 -1.242
N 0.58108 2.49134 -1.26808 -0.018
C 0.78857 2.02674 -2.64899 -0.928
C 1.23820 1.99875 -0.23763 0.757
S 2.08219 0.40716 -0.49489 -0.277
N 1.43365 2.64121 0.89523 0.022
C 1.82760 1.98954 2.14947 -1.022
C 1.49967 4.11770 0.95853 -1.160
H -1.29542 3.23718 -1.76493 0.442
H -0.10935 4.49937 -1.43895 0.441
H -0.81325 3.57097 -0.09356 0.421
H 0.60653 2.86605 -3.31688 0.435
H 0.08521 1.23161 -2.90533 0.263
H 1.80785 1.68959 -2.81346 0.460
H 1.45820 0.97228 2.20703 0.302
H 1.39380 2.55319 2.97320 0.441
H 2.91302 2.00497 2.26291 0.378
H 1.65323 4.53776 -0.02993 0.418
H 2.35984 4.37274 1.57568 0.416
H 0.60704 4.53868 1.41791 0.402
C -0.98321 -2.22878 -1.29508 -0.887
N -2.36421 -2.43161 -1.56202 0.144
C -2.99034 -1.14068 -1.88468 -0.704
N -2.87316 -0.22254 -0.74666 0.258
C -1.50285 0.02737 -0.44931 -0.712
N -0.77061 -1.27262 -0.09384 0.806
C -1.58245 -1.92012 1.12630 -0.713
N -2.92434 -2.10088 0.74835 0.202
C -3.03670 -3.01879 -0.39137 -0.748
C -3.55071 -0.81389 0.41898 -0.673
H -0.49559 -1.76894 -2.16180 0.439
H -0.50700 -3.19337 -1.05830 0.524
H -4.04068 -1.30201 -2.11683 0.346
H -2.50858 -0.70870 -2.76336 0.328
H -1.41415 0.69477 0.41085 0.406
H -0.99900 0.45620 -1.31703 -0.266
H -1.47637 -1.22490 1.95850 0.403
H -1.10188 -2.87260 1.35963 0.332
H -4.08493 -3.18438 -0.62843 0.318
H -2.58496 -3.97961 -0.14248 0.342
H -3.48166 -0.14009 1.27328 0.315
H -4.60166 -0.96980 0.18659 0.348
```

(2)
This record from the OMol25 dataset describes C13H28NO4P2Pm as an isolated structure. The level of theory is the ωB97M-V functional and the def2-TZVPD basis.

## Properties
Expectation value of S²: 6.1299
Gap between HOMO and LUMO (spin up / spin down), Ha: 0.13789 / 0.12449
2S+1: 5
LUMO energy (spin up / spin down), eV: 0.09 / 0.32
Highest occupied orbital energy (spin up / spin down), eV: -3.7 / -3.1

Geometry as XYZ:
```
49
Properties=species:S:1:pos:R:3:mulliken_charge:R:1
C 2.61919 -2.10897 1.57984 -0.893
C 1.84091 -1.03370 1.10381 0.930
N 0.62962 -1.29578 0.48947 0.126
C 0.09957 -2.54524 0.55202 0.451
C 0.82736 -3.61591 1.05491 -0.712
C 2.10953 -3.39743 1.55859 -0.325
C 2.20980 0.34774 1.19114 -1.759
P 1.06235 1.61605 1.58459 1.255
Pm 0.27585 0.58604 -1.03788 -0.454
P -1.74726 -1.54410 -1.33207 0.841
C -1.30397 -2.73824 0.01513 -0.973
O 5.43945 0.01311 -1.28347 -0.590
O 1.02680 3.04322 -1.12888 -0.215
H 3.59805 -1.86960 1.98906 0.439
H 0.37302 -4.61196 1.05063 0.405
H 2.68860 -4.23668 1.94645 0.407
C 0.52127 1.34424 3.31782 -1.269
C 2.14331 3.08621 1.80220 -1.414
H -1.38979 -3.76233 -0.37791 0.416
H -2.04338 -2.60820 0.82465 0.367
H 5.96638 0.07729 -2.09818 0.300
H 3.27892 0.57955 1.13797 0.305
C -3.53938 -1.38449 -1.03161 -1.307
C -1.76108 -2.72012 -2.74574 -1.514
H 0.53715 -0.99297 -2.90382 -0.067
H 0.38143 3.75846 -0.98911 0.218
H 1.78169 3.41249 -1.56783 0.180
H 4.79908 -0.68853 -1.45398 0.303
H -2.72982 1.06395 0.97573 0.513
H 0.29948 -0.39468 -3.30487 -0.038
H 1.31403 1.64954 4.02163 0.378
H -0.38103 1.95572 3.49311 0.337
H 0.27258 0.28634 3.48324 0.313
H 2.63131 3.03900 2.78841 0.427
H 2.90801 3.13844 1.01308 0.293
H 1.51725 3.99156 1.76309 0.330
H -2.54790 -3.47971 -2.61305 0.477
H -1.94305 -2.14951 -3.66775 0.353
H -0.78071 -3.20938 -2.82934 0.377
H -4.08109 -2.19241 -1.54254 0.420
H -3.74903 -1.41808 0.04478 0.351
H -3.87530 -0.42125 -1.43454 0.257
C -3.40991 3.63259 -1.07223 -0.656
O -3.55714 2.59847 -0.05465 -0.302
C -2.59128 1.77452 0.14986 0.539
O -1.52015 1.76813 -0.54860 -0.607
H -3.19317 3.19354 -2.05405 0.266
H -2.62194 4.33765 -0.77494 0.257
H -4.38561 4.12541 -1.08418 0.263
```

(3)
This record from the OMol25 dataset describes a 2-piece molecular cluster, C13H29BBrN2 overall. The level of theory is the ωB97M-V functional and the def2-TZVPD basis.

## Properties
Gap between HOMO and LUMO, Ha: 0.36144
Total charge: +1
2S+1: 1
LUMO energy, eV: -2.41
Highest occupied orbital energy, eV: -12.2

Geometry as XYZ:
```
46
Properties=species:S:1:pos:R:3:mulliken_charge:R:1
C 2.10528 -3.84608 -1.47643 -0.911
C 1.86115 -3.07185 -2.90094 -0.219
Br 0.77286 -4.30444 -4.05698 -0.144
C 1.16798 -1.61081 -2.63276 0.002
B -0.41998 -1.74587 -3.09518 0.234
C -1.50110 -2.01605 -1.84149 -0.092
C -2.62052 -3.07233 -2.43487 -0.150
N -3.31631 -3.81800 -1.47888 -0.596
H 1.05735 -4.00186 -0.94534 0.259
H 2.47359 -4.94609 -1.75652 0.338
H 2.90863 -3.35801 -0.77585 0.271
H 2.86791 -2.88208 -3.46813 0.390
H 1.20508 -1.41705 -1.46190 -0.294
H 1.69672 -0.71151 -3.16248 0.302
H -0.76521 -1.66301 -4.23575 -0.081
H -0.92380 -2.57250 -0.96149 0.069
H -1.95008 -1.00855 -1.44794 0.081
H -2.81689 -3.22707 -3.58602 0.271
H -3.99295 -4.44756 -1.96478 0.258
C 0.67599 4.44850 2.32211 -1.151
C -0.34600 3.47546 2.89340 -0.211
C 0.13901 2.03567 3.06760 -0.728
N 0.17561 1.11434 1.83284 0.239
C 0.84830 -0.18948 2.30098 -1.014
C -1.21415 0.78130 1.28498 -0.648
C -1.47031 1.79824 0.19690 -0.562
C -0.10425 2.15167 -0.36357 -0.504
C 0.93988 1.66058 0.63105 -0.650
H 0.74038 4.38727 1.23558 0.221
H 0.38708 5.47775 2.56082 0.380
H 1.67149 4.27595 2.74305 0.302
H -1.28798 3.54070 2.34836 0.170
H -0.57777 3.84190 3.90303 0.397
H -0.51889 1.53285 3.78833 0.382
H 1.14997 2.03756 3.49331 0.426
H 0.25463 -0.60607 3.11964 0.391
H 1.86191 0.05190 2.63629 0.414
H 0.88560 -0.89076 1.46310 0.369
H -1.16953 -0.22422 0.84909 0.436
H -1.94722 0.79553 2.09661 0.322
H -1.96436 2.68818 0.59349 0.242
H -2.13298 1.39837 -0.57838 0.489
H -0.02148 3.22748 -0.54310 0.285
H 0.04891 1.66471 -1.33277 0.286
H 1.66009 2.41109 0.96025 0.384
H 1.50633 0.83424 0.18073 0.344
```

(4)
This record from the OMol25 dataset describes C13H29BF4KN3O6 as an isolated structure. The level of theory is the ωB97M-V functional and the def2-TZVPD basis.

## Properties
Gap between HOMO and LUMO, Ha: 0.32382
ΔE to the lowest compared entry with this formula, charge and spin, eV: 0.0000
2S+1: 1
LUMO energy, eV: -0.57
Highest occupied orbital energy, eV: -9.4

Geometry as XYZ:
```
57
Properties=species:S:1:pos:R:3:mulliken_charge:R:1
K -0.51243 -0.92181 -1.98156 0.959
B -4.12536 -1.94539 -3.65044 0.530
F -4.19792 -1.75845 -2.23308 -0.400
F -5.29368 -2.35232 -4.13280 -0.324
F -3.70801 -0.70285 -4.17301 -0.398
F -3.21412 -2.94878 -3.96436 -0.390
C 4.44052 2.74046 -0.90804 -1.082
C 3.41143 2.51219 0.26223 -0.221
O 4.16249 1.87127 1.27263 -0.284
C 3.91396 2.16925 2.52200 0.778
O 3.10023 3.02180 2.83099 -0.585
O 4.75184 1.42864 3.35413 -0.309
C 4.54952 1.41337 4.71826 -0.620
H 5.34276 3.20382 -0.50883 0.306
H 3.96374 3.40309 -1.63032 0.365
H 4.78264 1.83435 -1.40805 0.285
H 2.56252 1.88610 -0.01248 0.256
H 3.01847 3.49259 0.53149 0.305
H 3.50621 1.38471 5.03256 0.300
H 4.90054 2.34392 5.16431 0.284
H 5.10614 0.55241 5.08839 0.227
C -2.82404 3.74436 -1.11732 0.090
O -1.95531 2.89814 -1.11717 -0.571
N -4.16834 3.55123 -0.89121 0.203
C -5.15848 4.56670 -1.16830 -0.873
C -4.71723 2.30149 -0.41511 -1.013
H -2.57898 4.80201 -1.30043 0.266
H -6.00321 4.19943 -1.75108 0.328
H -4.77157 5.51179 -1.54939 0.263
H -5.80417 4.75507 -0.31057 0.343
H -3.92535 1.55413 -0.36537 0.277
H -5.15052 2.37509 0.58235 0.323
H -5.43437 1.83541 -1.09081 0.368
C 2.65614 -4.83671 -2.82370 0.201
O 2.65775 -3.92453 -2.06745 -0.601
N 3.79845 -5.24217 -3.46186 0.081
C 3.73127 -6.30948 -4.50192 -0.860
C 5.09178 -4.64190 -3.17746 -0.930
H 1.77714 -5.45559 -3.06152 0.292
H 2.71852 -6.69310 -4.62559 0.283
H 4.38664 -7.10721 -4.15234 0.319
H 4.10210 -5.93727 -5.45694 0.291
H 5.67439 -4.42626 -4.07309 0.319
H 5.13866 -3.66304 -2.70024 0.287
H 5.63805 -5.38964 -2.60250 0.326
C -1.60874 0.38159 3.25294 0.175
O -1.03718 -0.21906 2.29373 -0.691
N -2.75460 0.01915 3.84372 0.157
C -3.38800 0.67881 4.95158 -0.880
C -3.47308 -1.22847 3.40304 -0.945
H -1.19978 1.31213 3.67609 0.329
H -4.22648 1.31623 4.67095 0.306
H -2.75942 1.37767 5.50345 0.327
H -3.75867 -0.09267 5.62652 0.284
H -4.03566 -1.76910 4.16419 0.324
H -4.28935 -0.94135 2.74019 0.334
H -2.80991 -1.93122 2.89859 0.288
```

For reference, largest force on an atom by record: 0.66; 3.80; 6.22; 3.62 eV/Å.
For reference, DFT total energy by record: -2387.06342; -2158.77812; -3220.74372; -2152.91414 Eh.